Record 1
The following is a quantum chemistry calculation of C2H3N3OS in the gas phase in a non-equilibrium geometry, from OMol25.

Summary:
Structure (SMILES): [H]/N=c1\nc(S)[nH]o1
Total charge: 0
Relative energy (zero: lowest compared OMol25 entry of this formula, charge and spin), eV: 2.8521
Kohn-Sham gap, eV: 9.4
F_max, Eh/bohr: 0.082

```
10
C2H3N3OS | OMol25 | wB97M-V/def2-TZVPD
H -0.476 2.615 0.842
N -1.393 1.955 0.537
C -0.886 0.858 0.055
N 0.527 0.645 -0.082
C 0.613 -0.632 -0.212
S 2.237 -1.378 -0.594
N -0.747 -1.320 -0.368
O -1.637 -0.361 0.047
H 2.736 -0.100 -0.246
H -0.973 -2.282 0.022
```

***

Record 2
The following is a quantum chemistry calculation of a molecular structure, C10H14B2N2 in a non-equilibrium geometry, from OMol25.

Summary:
Total charge: 0
Kohn-Sham gap (spin up / spin down), eV: 4.0 / 4.0
F_max, Eh/bohr: 0.061

```
28
C10H14B2N2 | OMol25 | wB97M-V/def2-TZVPD
B 2.934 -0.306 -0.276
B -4.113 0.007 0.156
C 3.582 0.960 0.351
C -3.313 -0.708 1.039
C 0.235 -0.728 0.961
C 0.542 0.807 1.152
C 1.455 -0.032 -0.937
C -0.512 0.482 -0.995
C 0.135 -0.835 -0.569
C 0.669 1.153 -0.336
C 3.375 -1.767 -0.080
C -4.672 1.068 -0.831
N 4.280 1.809 0.721
N -2.541 -1.186 1.792
H 1.075 -1.276 1.396
H -0.666 -1.085 1.392
H -0.297 1.410 1.530
H 1.409 1.080 1.789
H 1.628 0.087 -1.967
H -1.290 0.755 -1.814
H -0.164 -1.916 -0.914
H 0.752 2.238 -0.623
H 4.501 -1.925 0.103
H 2.794 -2.443 -0.746
H 2.842 -1.713 0.888
H -4.884 2.038 -0.255
H -5.637 0.696 -1.208
H -4.116 1.330 -1.721
```

***

Record 3
The following is a quantum chemistry calculation of a molecular structure, C18H23CrN5O5 in a non-equilibrium geometry, from OMol25.

Summary:
Total charge: 0
Multiplicity: 5
Relative energy (zero: lowest compared OMol25 entry of this formula, charge and spin), eV: 0.0000
Kohn-Sham gap (spin up / spin down), eV: 8.2 / 8.7
F_max, Eh/bohr: 0.043

```
52
C18H23CrN5O5 | OMol25 | wB97M-V/def2-TZVPD
Cr 0.059 0.755 0.156
O -3.808 0.006 -0.887
C -2.636 0.033 -0.508
O -1.822 1.047 -0.630
C -2.078 -1.218 0.133
C -2.716 -2.435 0.368
C -1.981 -3.517 0.816
C -0.618 -3.361 1.052
C -0.092 -2.100 0.795
N -0.813 -1.036 0.403
C 1.373 -1.718 0.862
O 2.156 -2.626 1.165
O 1.691 -0.489 0.607
H -3.802 -2.503 0.184
H -2.494 -4.450 1.120
H 0.022 -4.209 1.319
N 2.369 2.318 -0.359
N 1.102 2.304 -1.053
H 3.079 2.624 -1.016
H 2.541 1.341 -0.128
H 1.147 1.899 -1.988
H 0.719 3.274 -1.094
N 2.791 -1.933 -1.933
C 2.829 -0.602 -2.223
N 1.678 -0.108 -2.630
C 0.801 -1.170 -2.594
C -0.566 -1.201 -2.827
C -1.269 -2.388 -2.693
C -0.588 -3.547 -2.243
C 0.777 -3.504 -1.958
C 1.459 -2.309 -2.136
H 3.468 -2.419 -1.380
H 3.761 -0.057 -2.182
H -1.063 -0.252 -2.968
H -2.367 -2.349 -2.829
H -1.163 -4.447 -2.002
H 1.281 -4.340 -1.468
C -1.897 4.005 0.989
C -1.639 2.799 1.825
O -0.283 2.302 1.685
C 0.742 3.008 2.446
C 1.432 2.076 3.381
H -2.978 4.214 1.125
H -1.736 3.764 -0.071
H -1.347 4.898 1.315
H -2.250 1.950 1.537
H -1.771 3.029 2.924
H 0.221 3.759 3.005
H 1.444 3.408 1.703
H 0.804 1.817 4.212
H 2.326 2.495 3.833
H 1.702 1.163 2.842
```

***

Record 4
The following is a quantum chemistry calculation of a molecular structure, C28H49F6LiN7P in a non-equilibrium geometry, from OMol25.

Summary:
Total charge: 0
Kohn-Sham gap, eV: 8.5
F_max, Eh/bohr: 0.076

```
92
C28H49F6LiN7P | OMol25 | wB97M-V/def2-TZVPD
Li 3.977 0.410 -2.252
P 0.566 0.558 -0.432
F 0.733 0.922 -2.036
F 1.501 -0.724 -0.647
F 1.893 1.480 -0.285
F 0.511 0.290 1.191
F -0.316 1.971 -0.157
F -0.738 -0.381 -0.691
C -2.383 -5.754 0.284
C -2.943 -5.344 1.622
C -3.636 -4.008 1.664
C -4.582 -3.703 0.533
N -5.297 -3.435 -0.344
H -1.756 -6.641 0.373
H -1.761 -4.944 -0.096
H -3.110 -6.007 -0.488
H -2.214 -5.382 2.431
H -3.674 -6.081 1.954
H -2.802 -3.311 1.574
H -4.089 -3.848 2.642
C 2.662 5.859 1.990
C 1.165 5.644 2.243
C 0.153 6.369 1.366
C 0.284 7.819 1.178
N 0.344 8.921 0.982
H 3.227 5.250 2.697
H 3.040 6.864 2.179
H 2.969 5.661 0.963
H 0.903 5.936 3.260
H 0.927 4.580 2.223
H -0.858 6.110 1.679
H 0.155 6.040 0.327
C 3.890 1.479 -9.673
C 2.878 2.495 -9.117
C 3.397 3.160 -7.857
C 3.562 2.334 -6.695
N 3.639 1.652 -5.777
H 4.121 0.599 -9.072
H 4.842 1.962 -9.893
H 3.539 1.117 -10.639
H 1.878 2.084 -8.980
H 2.666 3.205 -9.916
H 2.804 4.039 -7.603
H 4.372 3.553 -8.144
C 3.462 -7.203 1.101
C 2.868 -6.065 1.913
C 2.959 -4.765 1.225
C 4.369 -4.359 1.024
N 5.509 -4.064 0.918
H 2.825 -7.384 0.235
H 3.566 -8.102 1.709
H 4.424 -7.088 0.603
H 3.366 -5.890 2.867
H 1.831 -6.324 2.126
H 2.595 -3.922 1.812
H 2.396 -4.800 0.292
C -2.996 -0.230 -4.693
C -3.113 1.326 -4.812
C -3.599 2.027 -3.512
C -4.791 1.446 -2.942
N -5.749 0.960 -2.520
H -2.830 -0.795 -5.610
H -3.944 -0.578 -4.282
H -2.208 -0.415 -3.964
H -3.802 1.546 -5.627
H -2.109 1.694 -5.022
H -3.938 3.032 -3.764
H -2.832 2.287 -2.783
C -2.893 3.157 4.603
C -3.896 2.131 3.962
C -3.722 2.003 2.428
C -3.851 3.191 1.657
N -3.981 4.146 1.048
H -3.231 4.190 4.514
H -1.926 2.914 4.163
H -2.825 2.925 5.666
H -4.903 2.439 4.245
H -3.844 1.118 4.361
H -4.461 1.326 1.999
H -2.759 1.520 2.262
C 0.266 -2.755 4.959
C 0.991 -1.742 5.955
C 2.447 -1.564 5.738
C 3.027 -0.520 6.598
N 3.462 0.254 7.322
H -0.748 -3.079 5.193
H 0.816 -3.683 4.807
H 0.243 -2.328 3.956
H 0.950 -2.172 6.956
H 0.549 -0.751 6.057
H 2.640 -1.363 4.685
H 2.951 -2.490 6.013
```

***

Record 5
The following is a quantum chemistry calculation of C4H10N2O in the gas phase in a non-equilibrium geometry, from OMol25.

Summary:
Structure (SMILES): NCCC(=O)CN
Total charge: 0
Relative energy (zero: lowest compared OMol25 entry of this formula, charge and spin), eV: 1.5486
Kohn-Sham gap, eV: 9.6
F_max, Eh/bohr: 0.058

```
17
C4H10N2O | OMol25 | wB97M-V/def2-TZVPD
N -3.074 0.008 0.080
C -1.766 -0.579 -0.084
C -0.600 0.517 -0.212
C 0.649 -0.305 -0.196
O 0.776 -1.447 -0.577
C 1.906 0.499 0.242
N 3.129 -0.263 0.237
H -3.137 0.527 0.949
H -3.293 0.637 -0.685
H -1.607 -1.264 0.752
H -1.775 -1.164 -1.005
H -0.657 1.096 -1.137
H -0.652 1.185 0.650
H 1.740 0.901 1.245
H 2.012 1.347 -0.441
H 3.294 -0.644 -0.690
H 3.053 -1.053 0.871
```

***

What did the third record say?
The following is a quantum chemistry calculation of a molecular structure, C18H23CrN5O5 in a non-equilibrium geometry, from OMol25.

Summary:
Total charge: 0
Multiplicity: 5
Relative energy (zero: lowest compared OMol25 entry of this formula, charge and spin), eV: 0.0000
Kohn-Sham gap (spin up / spin down), eV: 8.2 / 8.7
F_max, Eh/bohr: 0.043

```
52
C18H23CrN5O5 | OMol25 | wB97M-V/def2-TZVPD
Cr 0.059 0.755 0.156
O -3.808 0.006 -0.887
C -2.636 0.033 -0.508
O -1.822 1.047 -0.630
C -2.078 -1.218 0.133
C -2.716 -2.435 0.368
C -1.981 -3.517 0.816
C -0.618 -3.361 1.052
C -0.092 -2.100 0.795
N -0.813 -1.036 0.403
C 1.373 -1.718 0.862
O 2.156 -2.626 1.165
O 1.691 -0.489 0.607
H -3.802 -2.503 0.184
H -2.494 -4.450 1.120
H 0.022 -4.209 1.319
N 2.369 2.318 -0.359
N 1.102 2.304 -1.053
H 3.079 2.624 -1.016
H 2.541 1.341 -0.128
H 1.147 1.899 -1.988
H 0.719 3.274 -1.094
N 2.791 -1.933 -1.933
C 2.829 -0.602 -2.223
N 1.678 -0.108 -2.630
C 0.801 -1.170 -2.594
C -0.566 -1.201 -2.827
C -1.269 -2.388 -2.693
C -0.588 -3.547 -2.243
C 0.777 -3.504 -1.958
C 1.459 -2.309 -2.136
H 3.468 -2.419 -1.380
H 3.761 -0.057 -2.182
H -1.063 -0.252 -2.968
H -2.367 -2.349 -2.829
H -1.163 -4.447 -2.002
H 1.281 -4.340 -1.468
C -1.897 4.005 0.989
C -1.639 2.799 1.825
O -0.283 2.302 1.685
C 0.742 3.008 2.446
C 1.432 2.076 3.381
H -2.978 4.214 1.125
H -1.736 3.764 -0.071
H -1.347 4.898 1.315
H -2.250 1.950 1.537
H -1.771 3.029 2.924
H 0.221 3.759 3.005
H 1.444 3.408 1.703
H 0.804 1.817 4.212
H 2.326 2.495 3.833
H 1.702 1.163 2.842
```